1.
DFT (ωB97M-V/def2-TZVPD) results for 2 unconnected molecules or ions with the total composition C6H12P.

Properties
Total charge: +1
LUMO level, Eh: -0.2876
HOMO level, eV: -12.43

Each line ends with the Löwdin charge.
CARTESIAN COORDINATES (ANGSTROEM)
C  -1.232  0.516  0.114  0.082
C  -2.337  0.112  -0.020  -0.195
C  -4.640  0.827  0.158  -0.110
C  4.599  0.420  0.732  -0.345
C  2.947  -1.271  -0.881  -0.235
C  -3.713  -0.305  -0.120  -0.290
P  3.033  0.460  -0.106  1.202
H  -0.294  0.619  0.541  -0.027
H  -5.549  0.701  -0.403  0.069
H  -4.133  1.745  -0.200  0.090
H  -4.857  0.828  1.244  0.094
H  5.040  -0.507  1.157  0.082
H  4.454  1.149  1.512  0.032
H  5.350  1.080  0.110  0.135
H  2.476  -1.039  -1.848  0.056
H  2.353  -2.009  -0.475  0.032
H  3.995  -1.470  -1.059  0.044
H  -3.650  -0.720  -1.154  0.128
H  -3.841  -1.136  0.696  0.157


2.
DFT (ωB97M-V/def2-TZVPD) results for 13 unconnected molecules or ions with the total composition CH28N2O12.

Properties
Total charge: 0
LUMO level, Eh: 0.0034
HOMO level, eV: -9.64

Each line ends with the Löwdin charge.
CARTESIAN COORDINATES (ANGSTROEM)
N  0.665  -1.701  1.875  0.123
C  -0.127  -0.703  2.362  -0.310
N  -1.208  -0.429  1.736  0.032
H  1.613  -1.820  2.213  0.055
H  0.241  -2.476  1.391  0.101
H  0.302  -0.122  3.217  0.140
H  -1.572  0.511  1.854  0.042
H  0.266  0.496  -3.706  0.048
H  0.895  0.623  -2.233  0.004
O  1.064  0.602  -3.191  -0.066
H  -1.718  -0.553  -0.113  -0.015
H  -1.806  -1.331  -1.571  0.034
O  -1.567  -0.556  -1.067  -0.070
H  -0.572  2.109  2.139  -0.002
H  -0.563  2.681  0.686  0.006
O  -1.110  2.534  1.462  -0.075
H  3.876  0.865  0.191  0.063
H  2.251  1.045  -0.009  0.033
O  3.002  0.542  0.407  -0.086
H  -0.798  1.160  -0.617  0.008
H  -0.595  2.441  -1.400  0.070
O  -0.111  1.675  -1.057  -0.086
H  3.011  2.413  -1.894  0.089
H  1.739  2.150  -2.085  0.032
O  2.268  2.275  -1.268  -0.098
H  -2.641  1.957  -0.707  0.011
H  -3.783  2.781  -1.222  0.052
O  -2.837  2.652  -1.344  -0.045
H  1.363  2.811  1.692  0.065
H  1.692  1.416  1.880  0.014
O  1.238  2.123  2.361  -0.056
H  3.767  -1.655  0.864  0.039
H  3.189  -0.724  1.915  0.000
O  3.509  -1.617  1.787  -0.073
H  -3.605  -3.006  -1.367  0.036
H  -3.639  -1.869  -0.274  -0.003
O  -3.838  -2.097  -1.183  -0.068
H  -2.185  -2.063  1.724  -0.009
H  -2.857  -3.499  1.740  0.057
O  -2.577  -2.764  1.177  -0.078
H  0.660  -2.417  -2.896  0.011
H  2.000  -3.190  -2.586  0.028
O  1.095  -3.269  -2.884  -0.051


3.
DFT (ωB97M-V/def2-TZVPD) results for a molecular structure, C4H6B3F12N2Ni.

Properties
Total charge: -1
LUMO level (alpha / beta), Eh: 0.0754 / 0.0754
2S+1: 3
HOMO level (alpha / beta), eV: -7.66 / -7.66
⟨S²⟩: 2.003

Each line ends with the Löwdin charge.
CARTESIAN COORDINATES (ANGSTROEM)
Ni  -0.193  -0.350  0.732  0.832
B  -2.216  -1.985  0.534  -1.371
F  -2.477  -3.192  1.193  0.136
F  -3.269  -1.616  -0.229  0.167
F  -2.012  -0.956  1.433  0.148
F  -1.061  -2.052  -0.228  0.136
B  1.086  -2.818  2.502  -1.469
F  0.039  -3.625  2.210  0.175
F  0.990  -1.643  1.791  0.141
F  1.069  -2.503  3.820  0.153
F  2.229  -3.487  2.354  0.183
B  0.639  1.830  1.896  -1.284
F  0.933  2.414  3.138  0.132
F  0.481  2.769  0.838  0.080
F  1.470  0.834  1.498  0.149
F  -0.570  1.141  1.968  0.111
C  3.299  0.677  -2.263  -0.043
C  2.258  0.079  -1.469  -0.179
N  1.429  -0.421  -0.873  0.214
H  3.588  -0.009  -3.059  0.087
H  4.216  0.861  -1.704  0.092
H  2.962  1.609  -2.717  0.089
C  -2.740  2.327  -2.580  -0.043
C  -1.975  1.537  -1.556  -0.089
N  -1.346  0.942  -0.718  0.212
H  -3.463  2.950  -2.052  0.082
H  -3.198  1.641  -3.292  0.082
H  -2.169  3.048  -3.165  0.078


ΔE to the lowest compared entry with this formula, charge and spin? In order: 123.7; 63.9; 44.0 kcal per mole.